Molecular formula: C26H29N5O6RuS2Se3Te
Method: DFT, ωB97M-V/def2-TZVPD

As for the energy: -10097.2062 Ha. The value obtained for the energy above the lowest of the compared OMol25 structures with the same formula, charge and spin is 0.000 eV. Its expectation value of S² is 0.868. As for the spin multiplicity: 2. As for the LUMO energy (spin up / spin down): 0.809 / 0.649 eV. The calculation puts the HOMO-LUMO gap (spin up / spin down) at 0.2035 / 0.1982 hartree. The largest force on an atom is 1.13 eV/A. Its charge is -1.

Each line ends with the Löwdin charge.
Atoms and positions in Å:
Ru (0.551, -1.453, -1.756)  0.446
Se (-0.317, -2.145, -3.948)  0.096
Se (-1.850, -1.750, -2.360)  0.027
Te (-0.147, 1.199, -4.612)  0.236
Se (0.665, 0.828, -2.362)  -0.035
C (4.972, 4.226, -1.306)  -0.055
C (4.629, 2.812, -1.690)  -0.274
C (4.707, 1.778, -0.761)  -0.045
C (4.391, 0.476, -1.116)  -0.077
C (3.984, 0.199, -2.412)  -0.324
C (3.911, 1.212, -3.354)  -0.095
C (4.234, 2.510, -2.990)  -0.040
S (3.581, -1.471, -2.872)  0.537
O (4.807, -2.238, -2.806)  -0.315
O (2.930, -1.382, -4.159)  -0.375
N (2.610, -1.930, -1.668)  -0.325
C (2.833, -3.326, -1.261)  -0.188
C (1.584, -3.863, -0.590)  -0.653
O (1.663, -4.664, 0.342)  0.011
O (0.473, -3.427, -1.077)  -0.263
H (4.999, 4.344, -0.222)  0.071
H (4.241, 4.929, -1.707)  0.078
H (5.952, 4.509, -1.698)  0.079
H (5.010, 1.997, 0.257)  0.109
H (4.432, -0.326, -0.389)  0.116
H (3.565, 0.977, -4.352)  0.105
H (4.151, 3.306, -3.721)  0.115
H (3.685, -3.424, -0.590)  0.117
H (3.016, -3.983, -2.119)  0.124
C (-5.150, 3.344, -0.869)  -0.114
C (-3.740, 3.341, -1.446)  -0.245
C (-3.020, 2.013, -1.253)  -0.230
N (-2.856, 1.656, 0.151)  0.025
C (-1.806, 2.021, 0.889)  -0.819
S (-0.635, 3.086, 0.375)  0.645
N (-1.709, 1.519, 2.184)  0.103
C (-2.466, 0.662, 2.981)  -0.400
O (-2.379, 0.784, 4.184)  0.098
C (-3.324, -0.414, 2.395)  -0.156
C (-2.931, -1.186, 1.304)  -0.047
C (-3.704, -2.268, 0.907)  -0.066
C (-4.882, -2.561, 1.578)  -0.073
C (-5.282, -1.787, 2.660)  -0.074
C (-4.495, -0.728, 3.080)  -0.020
H (-5.646, 4.300, -1.038)  0.065
H (-5.135, 3.168, 0.208)  0.064
H (-5.765, 2.564, -1.327)  0.071
H (-3.139, 4.131, -0.992)  0.089
H (-3.772, 3.544, -2.520)  0.112
H (-2.032, 2.041, -1.711)  0.043
H (-3.581, 1.201, -1.722)  0.115
H (-3.525, 1.019, 0.548)  0.118
H (-1.021, 2.021, 2.726)  0.115
H (-2.019, -0.954, 0.769)  0.086
H (-3.374, -2.883, 0.079)  0.080
H (-5.485, -3.403, 1.262)  0.104
H (-6.197, -2.021, 3.188)  0.102
H (-4.762, -0.143, 3.950)  0.118
N (0.190, -3.999, 3.079)  0.188
C (0.430, -2.775, 3.604)  -0.501
O (0.359, -2.521, 4.796)  0.045
C (0.798, -1.710, 2.610)  -0.103
C (1.517, -0.597, 3.022)  0.012
C (1.894, 0.334, 2.072)  -0.035
C (1.560, 0.121, 0.745)  -0.166
N (0.846, -0.934, 0.343)  -0.033
C (0.456, -1.817, 1.273)  -0.085
H (0.036, -4.730, 3.753)  0.111
H (0.549, -4.274, 2.161)  0.078
H (1.761, -0.487, 4.070)  0.124
H (2.454, 1.221, 2.337)  0.110
H (1.871, 0.819, -0.020)  0.037
H (-0.144, -2.639, 0.915)  0.106